1.
Formula: C24H42IN3OOsP2Se2
Source: the Open Molecules 2025 dataset
Level of theory: wB97M-V/def2-TZVPD

Properties
HOMO (alpha / beta) ... -19.6 / -19.5 eV
Molecular weight ... 925.62 g/mol
HOMO-LUMO gap (alpha / beta) ... 7.6 / 4.7 eV
Expectation value of S² ... 6.030
Net charge ... +4
Spin multiplicity ... 5

Cartesian coordinates (Å):
1 Os 0.7290 -0.3245 -1.0436
2 C -0.6979 -2.7569 1.2078
3 P -1.0535 -1.3599 0.1036
4 C -1.6795 -0.1167 1.2946
5 N -2.3982 -0.4523 2.3125
6 C -2.8639 0.3968 3.2082
7 C -3.6321 0.0257 4.3204
8 C -4.0740 0.9703 5.2093
9 C -3.7747 2.3356 5.0198
10 C -3.0274 2.7485 3.9450
11 C -2.5450 1.8225 3.0108
12 N -1.7929 2.1203 1.9657
13 C -1.3362 1.2581 1.1199
14 P -0.2243 1.7008 -0.2800
15 C -1.3507 2.6108 -1.3846
16 C 0.9600 2.9943 0.4245
17 C 1.5933 3.6417 -0.8088
18 C 1.9868 2.2090 1.2388
19 C 0.2753 4.0497 1.2746
20 C -2.5327 -1.8525 -0.9686
21 C -2.7090 -0.7622 -2.0271
22 C -2.1626 -3.1953 -1.5983
23 C -3.7858 -1.9985 -0.1185
24 H -1.6208 -3.1688 1.6152
25 H -0.0765 -2.4199 2.0349
26 H -0.1756 -3.5374 0.6574
27 H -3.8712 -1.0220 4.4420
28 H -4.6646 0.6767 6.0666
29 H -4.1471 3.0596 5.7313
30 H -2.7952 3.7953 3.7978
31 H -1.7429 3.4770 -0.8457
32 H -2.1849 1.9858 -1.6981
33 H -0.8162 2.9483 -2.2723
34 H 1.8506 2.8889 -1.5599
35 H 2.4963 4.1772 -0.5220
36 H 0.9311 4.3694 -1.2685
37 H 2.4578 1.4414 0.6132
38 H 1.5185 1.7246 2.0956
39 H 2.7539 2.8854 1.6139
40 H -0.4898 4.5966 0.7277
41 H 1.0233 4.7784 1.5887
42 H -0.1617 3.6355 2.1794
43 H -1.7438 -0.4497 -2.4540
44 H -3.2119 0.1031 -1.5994
45 H -3.3386 -1.1268 -2.8377
46 H -1.1667 -3.1808 -2.0403
47 H -2.8784 -3.4316 -2.3839
48 H -2.2122 -4.0001 -0.8688
49 H -4.1229 -1.0485 0.2885
50 H -3.6475 -2.7047 0.6971
51 H -4.5882 -2.3880 -0.7451
52 C 3.9968 1.7608 -2.4930
53 Se 2.8622 0.2012 -2.3057
54 C 4.2177 -1.0586 -1.6106
55 C 4.2624 -1.1509 -0.0990
56 Se 2.6222 -1.9415 0.6432
57 C 3.0278 -1.6554 2.5157
58 H 4.8838 1.4478 -3.0430
59 H 4.2932 2.1575 -1.5220
60 H 3.4831 2.5203 -3.0798
61 H 5.1766 -0.7103 -1.9983
62 H 4.0033 -2.0354 -2.0489
63 H 4.4223 -0.1827 0.3874
64 H 5.0891 -1.8045 0.1976
65 H 3.2091 -0.6036 2.7149
66 H 3.9178 -2.2313 2.7738
67 H 2.1986 -2.0158 3.1198
68 N 1.8530 -4.0828 -3.3119
69 C 1.2650 -2.9095 -3.2108
70 O 1.3250 -2.2327 -2.1572
71 C 0.5541 -2.3959 -4.4366
72 I 1.9418 -1.0922 -5.5255
73 H 2.3603 -4.4909 -2.5359
74 H 1.8071 -4.6389 -4.1551
75 H -0.3157 -1.7923 -4.1787
76 H 0.2650 -3.1924 -5.1199

2.
Formula: C5H7N
Source: the Open Molecules 2025 dataset
Level of theory: wB97M-V/def2-TZVPD

Properties
HOMO ... -8.6 eV
Molecular weight ... 81.12 g/mol
HOMO-LUMO gap ... 9.8 eV
Energy above the lowest of the compared OMol25 structures with the same formula, charge and spin ... 119.15 kcal/mol
SMILES ... C1[C@H]2[C@@H]1N1C[C@@H]21

Cartesian coordinates (Å):
1 C -1.0469 0.9114 0.1220
2 C -0.9025 -0.6691 -0.3041
3 C -0.2693 0.4969 -1.0235
4 N 1.1156 -0.0198 -0.7579
5 C 1.3675 -0.1760 0.6875
6 C 0.5243 -1.1574 -0.0019
7 H -0.7013 1.2736 1.0757
8 H -2.0519 1.2585 -0.1467
9 H -1.8131 -0.6937 0.2636
10 H -0.4602 0.8917 -2.0118
11 H 0.9496 0.5106 1.4149
12 H 2.3947 -0.4600 0.8904
13 H 0.8934 -2.1666 -0.2080

3.
Formula: C4H5NO2
Source: the Open Molecules 2025 dataset
Level of theory: wB97M-V/def2-TZVPD

Properties
HOMO ... -9.9 eV
Molecular weight ... 99.09 g/mol
HOMO-LUMO gap ... 10.6 eV
Energy above the lowest of the compared OMol25 structures with the same formula, charge and spin ... 29.66 kcal/mol
SMILES ... O=C[C@H]1CN=CO1

Cartesian coordinates (Å):
1 O -2.0506 0.0089 1.1865
2 C -1.7131 -0.2492 0.0580
3 C -0.3778 0.1771 -0.5498
4 C 0.5428 0.9631 0.4024
5 N 1.6816 0.0748 0.6381
6 C 1.4630 -0.9700 -0.0371
7 O 0.3378 -1.0535 -0.8019
8 H -2.3522 -0.8537 -0.6157
9 H -0.5501 0.6637 -1.5170
10 H 0.8864 1.9094 -0.0294
11 H 0.0343 1.1783 1.3493
12 H 2.0978 -1.8487 -0.0833

4.
Formula: C24H30NO5SSn
Source: the Open Molecules 2025 dataset
Level of theory: wB97M-V/def2-TZVPD

Properties
HOMO (alpha / beta) ... -2.2 / -1.9 eV
Molecular weight ... 563.28 g/mol
HOMO-LUMO gap (alpha / beta) ... 4.3 / 4.0 eV
Net charge ... -1
Energy above the lowest of the compared OMol25 structures with the same formula, charge and spin ... 71.52 kcal/mol

Cartesian coordinates (Å):
1 C -0.1097 -0.1205 -3.3536
2 C -0.7194 -1.1587 -2.3728
3 C -0.2985 1.2922 -2.7413
4 C -1.4576 1.1156 -1.7540
5 H -0.5116 2.0378 -3.5338
6 H 0.6250 1.5764 -2.2088
7 C -1.2354 -0.2902 -1.1972
8 H 0.0286 -1.8977 -2.0090
9 H -1.6030 -1.6919 -2.7879
10 C -0.2090 -0.0958 -0.1113
11 H -2.1897 -0.6496 -0.7654
12 H -2.4011 1.1544 -2.3081
13 C -1.4697 2.0064 -0.5359
14 C 1.3576 -0.3252 -3.7164
15 C -0.6961 -0.1829 -4.7816
16 O -1.2314 0.7614 -5.2767
17 O 2.1071 -1.0635 -3.1714
18 O 1.6882 0.4315 -4.7964
19 O -0.5221 -1.3287 -5.4932
20 C 0.0115 -2.5862 -5.0202
21 H -0.2623 -2.8366 -3.9867
22 H 1.1023 -2.6068 -5.1437
23 H -0.4424 -3.3140 -5.7071
24 C 3.0557 0.2648 -5.1771
25 H 3.7232 0.6397 -4.3918
26 H 3.1749 0.8454 -6.0904
27 H 3.2805 -0.7926 -5.3615
28 O -0.7081 0.8832 0.7975
29 H 0.8149 0.1708 -0.5298
30 H -0.0444 -1.0737 0.3928
31 C -2.8557 2.2438 -0.0180
32 C -0.5605 3.1908 -0.5124
33 H -0.3479 3.6298 -1.5021
34 H 0.3993 2.9092 -0.0340
35 H -1.0344 3.9981 0.0756
36 H -2.7729 2.4887 1.0480
37 H -3.4676 1.3548 -0.1883
38 H -3.3450 3.0955 -0.5156
39 Sn -0.0911 -0.0017 2.9066
40 C -1.9303 -1.2782 4.8585
41 C -2.1085 -0.9940 3.4617
42 C -1.3150 -1.9877 2.6876
43 H -2.8069 -0.2762 3.0052
44 C -0.6437 -2.7978 3.6568
45 C -1.0038 -2.3599 4.9294
46 H -0.6792 -2.8183 5.9087
47 H -2.4642 -0.8246 5.6414
48 H -1.3972 -2.1324 1.6260
49 H -0.0204 -3.6582 3.4137
50 C 2.3447 1.3445 3.8905
51 C 2.6779 0.1885 4.6503
52 C 2.5407 -0.9676 3.8463
53 H 3.0447 0.2005 5.7023
54 C 2.1455 -0.5679 2.5409
55 C 2.0125 0.9218 2.5759
56 H 1.8352 1.5458 1.6789
57 H 2.4354 2.3722 4.2101
58 H 2.7926 -1.9967 4.1399
59 H 2.0860 -1.1536 1.6302
60 S -0.5745 1.8013 4.7196
61 C -0.0559 0.9676 6.0617
62 N 0.3020 0.3967 7.0374

5.
Formula: C19H36AsF6O15Ti
Source: the Open Molecules 2025 dataset
Level of theory: wB97M-V/def2-TZVPD

Properties
HOMO (alpha / beta) ... -2.5 / -8.1 eV
Molecular weight ... 741.26 g/mol
HOMO-LUMO gap (alpha / beta) ... 4.1 / 9.8 eV
Expectation value of S² ... 6.001
Net charge ... -1
Spin multiplicity ... 5

Cartesian coordinates (Å):
1 Ti -5.0123 -0.5992 0.9224
2 As -1.1152 -0.2726 0.3008
3 F -1.6489 -1.9769 0.5340
4 F -0.9910 0.0505 2.0961
5 F -0.5437 1.4013 -0.1877
6 F -1.4227 -0.5027 -1.4362
7 F -2.7706 0.3166 0.4236
8 F 0.6109 -0.8574 0.1386
9 C -2.9238 0.5813 4.6106
10 O -3.1758 -0.3490 3.6069
11 H -3.1154 1.5948 4.2580
12 H -3.6740 0.3156 5.3553
13 H -1.9222 0.5062 5.0340
14 H -2.4385 -0.4309 2.9976
15 C -4.6064 2.9029 1.3757
16 O -5.3254 1.8627 0.9469
17 H -5.3099 3.7284 1.2675
18 H -4.4660 2.5893 2.4101
19 H -3.7089 2.9889 0.7632
20 H -5.3389 1.8549 -0.0130
21 C 0.0958 4.2320 1.6929
22 O 0.7776 3.8749 2.9189
23 H 0.1537 5.3065 1.5188
24 H 0.3644 3.6744 0.7957
25 H -0.9186 3.8755 1.8714
26 H 0.7438 2.9202 3.0135
27 C -1.5373 3.0424 -2.9086
28 C -0.6972 4.2705 -3.3972
29 C 0.2150 4.8243 -2.3947
30 O 1.4770 4.8502 -3.1739
31 C 1.3089 4.3589 -4.4230
32 O 2.1353 4.3278 -5.2977
33 O 0.1156 3.8484 -4.4569
34 H -2.1720 2.6503 -3.7033
35 H -2.1428 3.3716 -2.0642
36 H -1.0016 2.1304 -2.6453
37 H -1.3264 5.1094 -3.6948
38 H 0.2267 4.0606 -1.6171
39 H -0.0775 5.7220 -1.8501
40 C -1.6132 -5.4602 -3.0650
41 C -0.3442 -5.2133 -2.2137
42 C -0.5493 -4.8444 -0.7774
43 O 0.1092 -5.8279 0.0263
44 C 0.7425 -6.6702 -0.7678
45 O 1.4734 -7.5941 -0.4154
46 O 0.2697 -6.4688 -2.0319
47 H -1.5466 -6.1353 -3.9182
48 H -2.0786 -4.5619 -3.4705
49 H -2.5011 -5.7641 -2.5106
50 H 0.3170 -4.5019 -2.7086
51 H -1.6085 -4.6120 -0.6666
52 H -0.0764 -3.9148 -0.4605
53 C 2.4467 0.5490 -2.9900
54 C 3.3357 1.3727 -2.1507
55 C 2.6722 2.1727 -1.0246
56 O 3.3026 1.7077 0.1567
57 C 4.0629 0.6212 -0.0439
58 O 4.5430 -0.0558 0.8087
59 O 4.1414 0.4663 -1.3550
60 H 3.0246 -0.1125 -3.6354
61 H 2.0189 1.3486 -3.5947
62 H 1.7553 0.0410 -2.3176
63 H 4.0152 1.9172 -2.8064
64 H 1.6104 1.9508 -1.1315
65 H 2.8105 3.2411 -1.1906
66 C 1.0668 -3.8908 3.1432
67 C 1.9609 -2.8261 2.3858
68 C 2.1426 -1.5480 3.1151
69 O 3.4340 -1.6833 3.5743
70 C 4.0564 -2.6554 3.1389
71 O 5.2446 -2.9292 3.3875
72 O 3.2406 -3.3020 2.3163
73 H 0.0338 -3.5487 3.0794
74 H 1.1715 -3.9251 4.2276
75 H 1.0758 -4.8492 2.6242
76 H 1.7164 -2.5574 1.3581
77 H 1.3475 -1.4003 3.8460
78 H 2.3343 -0.6907 2.4698

6.
Formula: C2H8N2S
Source: the Open Molecules 2025 dataset
Level of theory: wB97M-V/def2-TZVPD

Properties
HOMO ... -9.2 eV
Molecular weight ... 92.17 g/mol
HOMO-LUMO gap ... 9.9 eV
Energy above the lowest of the compared OMol25 structures with the same formula, charge and spin ... 29.18 kcal/mol
SMILES ... [H]/N=C/N.CS

Cartesian coordinates (Å):
1 C 2.5846 -1.0603 -3.2176
2 S 0.7832 -1.6385 -3.2217
3 H 3.0232 -0.8254 -2.1831
4 H 2.7550 -0.3821 -4.0512
5 H 3.0461 -2.0675 -3.2558
6 N -1.9028 2.2405 2.5060
7 C -1.6051 1.1472 3.3676
8 N -0.9964 1.1904 4.5467
9 H -1.7008 3.0054 3.0269
10 H -2.6134 2.1706 1.8270
11 H -2.2277 0.2141 3.1581
12 H -0.8636 0.2456 4.9838
13 H 0.4673 -0.6832 -2.2274